1.
{
  "formula": "C5H7HgO3",
  "method": "ωB97M-V/def2-TZVPD",
  "elements": ["O", "C", "C", "H", "H", "H", "H", "O", "O", "C", "Hg", "C", "C", "H", "H", "H"],
  "positions_angstrom": [[1.047656, 0.299200, 0.771044], [1.796875, 0.444231, 1.834860], [2.828747, -0.609666, 2.136973], [1.984848, 1.473773, 2.178140], [3.217239, -0.503178, 3.158684], [2.419162, -1.625011, 2.024223], [3.680378, -0.512367, 1.441359], [-0.964928, 2.251828, 1.496501], [-1.207165, 0.001508, 1.644303], [-0.857347, 1.083301, 1.173903], [-0.062039, -1.653259, 0.497069], [2.076797, -3.789250, 0.303484], [0.732333, -3.846820, 0.173105], [2.604118, -2.835726, 0.480970], [2.741507, -4.663808, 0.436562], [0.400176, -4.906856, 0.134756]],
  "forces_ev_per_angstrom": [[-0.254, 1.480, -0.824], [0.692, 0.283, 0.926], [-0.160, 0.244, 0.033], [0.016, -0.250, -0.047], [-0.060, 0.003, -0.174], [0.099, 0.332, 0.111], [0.039, -0.204, 0.045], [0.942, -2.120, -2.939], [-0.840, 2.188, -1.513], [-0.579, 0.388, 5.860], [-0.315, -2.478, -1.717], [-0.108, 0.201, 0.615], [1.595, -0.399, 0.492], [-0.216, -0.468, -0.425], [-0.360, 0.180, -0.356], [-0.490, 0.623, -0.088]],
  "nbo_charge": [-0.820, 0.071, -0.690, 0.113, 0.199, 0.207, 0.183, -0.574, -0.668, 1.011, 0.631, -0.532, -0.600, 0.164, 0.152, 0.152],
  "e_homo_ha": [-0.0494, -0.1869],
  "total_charge": -1,
  "homo_lumo_gap_ha": [0.173, 0.311],
  "max_force_ev_per_a": 5.90,
  "e_lumo_ev": [3.38, 3.37],
  "spin_multiplicity": 3
}

***

2.
{
  "formula": "C5H7I",
  "method": "ωB97M-V/def2-TZVPD",
  "elements": ["C", "C", "C", "C", "C", "I", "H", "H", "H", "H", "H", "H", "H"],
  "positions_angstrom": [[1.480659, 1.277226, -0.013120], [0.530497, 0.385183, -0.024539], [0.791201, -1.053503, 0.214097], [-0.865344, 0.550179, -0.150012], [-1.794041, -0.357596, -0.406540], [-3.828496, -0.049175, 0.153321], [1.520036, 2.301399, -0.130306], [2.496060, 0.862248, 0.138869], [1.669636, -1.431985, -0.362926], [-0.176440, -1.583648, 0.159955], [1.131047, -1.070077, 1.252797], [-1.398661, 1.535269, -0.028436], [-1.556158, -1.365515, -0.803165]],
  "forces_ev_per_angstrom": [[2.654, -1.294, 0.364], [-0.406, -1.112, -0.599], [1.478, -0.752, 0.606], [-3.561, 3.219, -0.195], [-0.511, -1.408, -0.312], [0.743, -0.097, -0.601], [-0.815, 2.003, -0.334], [-0.501, 0.264, -0.028], [-1.076, -0.061, 0.126], [1.546, -0.409, -0.065], [-0.132, -0.511, 0.140], [1.301, -0.549, 0.385], [-0.719, 0.707, 0.514]],
  "nbo_charge": [-0.353, -0.053, -0.641, -0.256, -0.320, 0.129, 0.204, 0.184, 0.226, 0.221, 0.228, 0.221, 0.210],
  "e_homo_ha": -0.3164,
  "total_charge": 0,
  "homo_lumo_gap_ha": 0.325,
  "max_force_ev_per_a": 4.80,
  "e_lumo_ev": 0.24,
  "smiles": "C=C(C)/C=C/I"
}

***

3.
{
  "formula": "C5H7IN2O",
  "method": "ωB97M-V/def2-TZVPD",
  "elements": ["C", "C", "C", "C", "C", "N", "N", "O", "I", "H", "H", "H", "H", "H", "H", "H"],
  "positions_angstrom": [[0.167761, 0.265290, -0.098331], [-0.895771, -0.596127, 0.195201], [1.183500, -0.655580, -0.154691], [0.119149, 1.702598, -0.288001], [-2.311315, -0.259828, 0.250277], [-0.496841, -1.827852, 0.521509], [0.773270, -1.845914, 0.215391], [3.268317, -0.671025, -0.656512], [4.465902, 0.514580, 0.178952], [-0.298289, 2.061534, -1.366326], [-0.547874, 2.182961, 0.404816], [1.183852, 2.164682, -0.207336], [-2.387781, 0.647097, 0.990358], [-2.756902, 0.111096, -0.799060], [-2.897561, -1.186449, 0.476189], [1.430587, -2.607067, 0.337561]],
  "forces_ev_per_angstrom": [[0.837, -0.678, -0.810], [0.065, -0.753, 0.792], [3.252, 1.313, -0.573], [1.255, 2.658, -3.028], [-2.025, 2.004, -0.808], [-1.637, -0.354, -0.806], [2.983, -0.877, 0.048], [-4.763, -1.243, -0.024], [0.728, 1.091, 0.851], [0.998, -1.064, 2.302], [-0.119, 0.184, 0.514], [-1.939, -0.724, -0.047], [-0.624, -1.861, -1.186], [1.225, -0.643, 2.214], [0.402, 1.097, 0.388], [-0.637, -0.151, 0.174]],
  "nbo_charge": [-0.241, 0.134, 0.541, -0.626, -0.644, -0.251, -0.386, -0.817, 0.468, 0.224, 0.226, 0.241, 0.225, 0.226, 0.251, 0.429],
  "e_homo_ha": [-0.3291, -0.3287],
  "total_charge": 0,
  "homo_lumo_gap_ha": [0.270, 0.269],
  "max_force_ev_per_a": 4.92,
  "e_lumo_ev": [-1.61, -1.64]
}

***

4.
{
  "formula": "C5H7IN2O2S",
  "method": "ωB97M-V/def2-TZVPD",
  "elements": ["C", "C", "S", "N", "C", "O", "C", "N", "C", "O", "H", "H", "H", "H", "H", "H", "I", "H"],
  "positions_angstrom": [[2.069191, -1.073432, 1.345020], [1.068374, -1.155479, 0.278942], [0.832860, -2.664350, -0.290273], [0.403518, 0.018405, -0.111831], [-0.757723, -0.006163, -0.971953], [-1.265103, -1.123640, -1.382747], [-1.113842, 1.293835, -1.185850], [-0.239919, 2.113460, -0.455870], [0.694251, 1.401083, 0.173504], [1.633508, 1.792178, 0.781887], [2.045459, -0.003558, 1.846007], [2.011212, -1.936217, 1.935587], [3.037546, -1.100207, 0.922798], [-0.906545, -2.028887, -1.176672], [-1.786959, 1.836058, -1.728343], [-0.501091, 3.012629, -0.029294], [-4.131617, -0.266662, 0.654632], [-3.093123, -0.109053, -0.605537]],
  "forces_ev_per_angstrom": [[0.064, 4.262, 0.917], [-0.549, 1.248, -0.132], [-0.438, -0.748, -0.568], [-0.588, -1.512, -0.591], [1.380, 1.635, 0.551], [-2.096, -0.679, -1.427], [1.303, -1.864, 1.388], [-0.403, 1.057, 0.362], [0.190, -1.486, -0.234], [1.557, 0.746, 1.418], [-0.093, -2.508, -0.438], [-0.295, -0.845, 1.241], [1.203, -0.006, -0.763], [0.846, 1.128, 0.366], [-2.016, 0.344, -1.567], [0.243, -0.723, -0.696], [0.286, 0.067, -0.426], [-0.594, -0.116, 0.598]],
  "nbo_charge": [-0.710, 0.163, -0.067, -0.480, 0.473, -0.704, -0.201, -0.588, 0.780, -0.598, 0.265, 0.251, 0.255, 0.519, 0.228, 0.429, -0.125, 0.110],
  "e_homo_ha": -0.3046,
  "total_charge": 0,
  "homo_lumo_gap_ha": 0.290,
  "max_force_ev_per_a": 4.36,
  "e_lumo_ev": -0.41,
  "smiles": "CC(=S)n1c(O)c[nH]c1=O.I"
}

***

5.
{
  "formula": "C5H7N",
  "method": "ωB97M-V/def2-TZVPD",
  "elements": ["C", "C", "C", "N", "C", "C", "H", "H", "H", "H", "H", "H", "H"],
  "positions_angstrom": [[-1.843486, 0.020697, -0.912191], [-0.541232, -0.106194, -0.200007], [0.424240, 0.904983, -0.176828], [1.494932, 0.540127, 0.523182], [1.229565, -0.806560, 0.999995], [-0.118606, -1.219373, 0.552514], [-2.530055, -0.762967, -0.634394], [-2.360614, 0.948964, -0.714395], [-1.756144, -0.040350, -1.987596], [0.395327, 1.887734, -0.642797], [2.325576, 1.093897, 0.661496], [1.448564, -0.906355, 2.054052], [1.831934, -1.554603, 0.476969]],
  "forces_ev_per_angstrom": [[-0.362, 0.038, -0.230], [-0.057, -0.212, 0.119], [0.273, -0.026, 0.112], [-0.218, 0.204, -0.255], [0.201, -0.600, -0.032], [-0.271, 0.712, 0.021], [-0.032, -0.387, 0.280], [-0.042, 0.454, 0.194], [0.236, -0.034, -0.443], [-0.020, -0.127, 0.039], [-0.137, -0.064, -0.011], [-0.060, -0.051, 0.315], [0.485, 0.094, -0.109]],
  "nbo_charge": [-0.625, -0.271, 0.136, -0.530, -0.383, -0.090, 0.233, 0.203, 0.207, 0.207, 0.410, 0.241, 0.260],
  "e_homo_ha": -0.2854,
  "total_charge": 0,
  "homo_lumo_gap_ha": 0.309,
  "max_force_ev_per_a": 0.76,
  "e_lumo_ev": 0.64
}

***

6.
{
  "formula": "C5H7N",
  "method": "ωB97M-V/def2-TZVPD",
  "elements": ["C", "N", "C", "C", "C", "C", "H", "H", "H", "H", "H", "H", "H"],
  "positions_angstrom": [[-1.833613, 0.296407, 0.111989], [-0.431068, 0.001103, -0.068036], [0.250328, -1.091472, 0.323503], [1.596891, -0.782036, 0.313045], [1.728390, 0.545441, -0.152746], [0.446398, 1.002983, -0.431237], [-2.015443, 0.473852, 1.176811], [-2.459244, -0.521418, -0.247367], [-2.084420, 1.219990, -0.422106], [-0.279974, -2.015646, 0.494059], [2.393486, -1.466275, 0.562267], [2.666152, 1.079888, -0.272620], [0.022123, 1.257183, -1.387561]],
  "forces_ev_per_angstrom": [[-0.177, -0.153, -0.005], [0.076, -0.325, 0.040], [-0.040, -0.167, 0.326], [0.051, -0.167, 0.181], [-0.017, -0.191, -0.163], [-0.089, -0.876, -0.384], [-0.175, -0.060, -0.158], [-0.023, 0.025, 0.063], [0.127, -0.298, 0.026], [0.141, 0.014, 0.462], [-0.021, 0.096, 0.097], [-0.308, -0.159, -0.315], [0.455, 2.261, -0.172]],
  "nbo_charge": [-0.398, -0.321, -0.043, -0.311, -0.264, -0.157, 0.205, 0.202, 0.218, 0.208, 0.222, 0.223, 0.217],
  "e_homo_ha": -0.2984,
  "total_charge": 0,
  "homo_lumo_gap_ha": 0.337,
  "max_force_ev_per_a": 2.31,
  "e_lumo_ev": 1.04,
  "smiles": "Cn1cccc1"
}

***

7.
{
  "formula": "C5H7N",
  "method": "ωB97M-V/def2-TZVPD",
  "elements": ["C", "C", "C", "N", "C", "C", "H", "H", "H", "H", "H", "H", "H"],
  "positions_angstrom": [[-0.492661, 1.798561, 1.893842], [-0.753524, 1.028136, 1.004546], [-1.137075, 0.130185, -0.063026], [-0.925442, -1.319711, 0.067967], [-0.133598, -0.580889, -0.908597], [1.365045, -0.437196, -0.792361], [-0.255914, 2.490085, 2.672560], [-2.092248, 0.379337, -0.522543], [-0.380002, -1.493832, 0.910713], [-0.465552, -0.767203, -1.929169], [1.697265, -0.260247, 0.235905], [1.843104, -1.354789, -1.155532], [1.730603, 0.387562, -1.414306]],
  "forces_ev_per_angstrom": [[-0.040, -0.292, -0.349], [0.160, 0.292, 0.311], [-0.098, 0.205, -0.038], [0.066, -0.165, 0.185], [0.102, 0.034, -0.224], [-0.023, 0.010, 0.083], [-0.040, -0.149, -0.131], [0.175, 0.013, 0.074], [0.018, 0.018, -0.144], [0.017, -0.012, 0.128], [-0.148, 0.005, -0.107], [-0.070, 0.132, 0.102], [-0.119, -0.091, 0.109]],
  "nbo_charge": [-0.244, -0.019, -0.174, -0.557, -0.048, -0.630, 0.240, 0.225, 0.352, 0.197, 0.218, 0.218, 0.222],
  "e_homo_ha": -0.3383,
  "total_charge": 0,
  "homo_lumo_gap_ha": 0.380,
  "max_force_ev_per_a": 0.46,
  "e_lumo_ev": 1.12,
  "smiles": "C#C[C@@H]1N[C@@H]1C"
}

***

8.
{
  "formula": "C5H7N",
  "method": "ωB97M-V/def2-TZVPD",
  "elements": ["C", "N", "C", "C", "C", "C", "H", "H", "H", "H", "H", "H", "H"],
  "positions_angstrom": [[-1.340822, -1.244308, -0.258207], [-0.084735, -0.584864, -0.537373], [0.721724, 1.509415, 0.396207], [0.172645, 0.808314, -0.816870], [1.629838, 0.600317, -0.426350], [1.178524, -0.710916, -0.097364], [-1.608415, -1.984764, -1.017647], [-2.101519, -0.458452, -0.243612], [-1.327428, -1.721643, 0.727127], [0.777173, 2.593451, 0.308553], [0.374814, 1.178638, 1.376996], [-0.190159, 1.287860, -1.720369], [1.579304, -1.567678, 0.447137]],
  "forces_ev_per_angstrom": [[-0.149, -0.129, 0.017], [0.238, -0.051, 0.163], [-0.103, 0.174, 0.195], [-0.244, 0.282, -0.257], [0.143, 0.026, -0.032], [-0.243, -0.224, 0.074], [0.063, 0.068, 0.069], [0.037, -0.211, -0.021], [0.025, 0.013, -0.182], [0.292, -0.169, -0.063], [0.020, 0.068, -0.110], [-0.012, -0.034, 0.183], [-0.068, 0.186, -0.037]],
  "nbo_charge": [-0.410, -0.357, -0.373, -0.133, -0.322, 0.139, 0.203, 0.219, 0.205, 0.219, 0.197, 0.219, 0.193],
  "e_homo_ha": -0.2821,
  "total_charge": 0,
  "homo_lumo_gap_ha": 0.305,
  "max_force_ev_per_a": 0.45,
  "e_lumo_ev": 0.64
}